# 1
Here is an isolated molecule of C19H16O5 from OMol25. Energies are from ωB97M-V with the def2-TZVPD basis set.

Results
F_max = 0.90 eV Å⁻¹
ΔE to the lowest compared entry with this formula, charge and spin = 0.422 eV
frontier orbital gap = 8.7 eV
total energy = -1109.830329 a.u.
net charge = 0
HOMO energy = -9.0 eV
structure (SMILES) = CCOC(=O)c1cc(=O)c2ccc(OCc3ccccc3)cc2o1

Geometry (Å):
C  -5.85828  -0.73720  1.74224
C  4.32452  0.57541  0.43644
H  -2.76134  -0.94685  -1.22228
H  -4.25007  2.38429  -1.47389
H  3.76861  -2.08915  0.12349
C  -4.82878  0.12346  2.08168
H  -7.01031  -1.57182  0.14209
C  -3.76147  1.41561  -1.31719
H  -6.38744  -1.27936  2.51145
C  2.91181  -1.45231  -0.01995
H  6.47806  1.09099  1.60280
H  8.33450  0.99951  -0.07435
C  -1.51159  0.77472  -0.84130
C  -4.49232  0.65184  -0.23869
C  -6.20779  -0.90180  0.41244
C  0.54793  -1.09810  -0.51673
H  6.80284  1.47263  -0.81975
C  -1.76916  -0.59486  -0.99216
H  -3.34975  1.49370  1.35942
C  7.33594  0.65975  -0.33307
H  -5.79600  -0.34693  -1.61283
O  4.43756  1.76879  0.52676
O  -2.42919  1.75599  -0.98449
O  1.48202  -3.27947  -0.46854
H  7.12598  -0.57175  1.44158
O  2.02654  0.75732  -0.05652
C  1.63021  -2.07585  -0.34812
H  7.41212  -0.17734  -1.02265
O  5.30896  -0.30193  0.62572
H  -0.93013  -2.56180  -0.94304
C  3.03390  -0.11520  0.10438
C  0.79725  0.27320  -0.36381
C  -0.75111  -1.50328  -0.83117
H  -4.55275  0.25635  3.11708
H  -3.79060  0.86207  -2.26539
H  -0.01929  2.24916  -0.40754
C  -0.22485  1.19818  -0.52554
C  -5.52558  -0.21346  -0.57461
C  6.60028  0.23635  0.92968
C  -4.15120  0.81914  1.09633

Here are the natural (NBO) charges for atoms 1 to 2, given in e: C -0.21; C 0.75


# 2
Here is a structure of composition C35H61BN8O2PS5W from OMol25. Energies are from ωB97M-V with the def2-TZVPD basis set.

Results
F_max = 0.96 eV Å⁻¹
ΔE to the lowest compared entry with this formula, charge and spin = 0.600 eV
frontier orbital gap (spin up / spin down) = 6.3 / 6.9 eV
total energy = -4382.833119 a.u.
net charge = +2
HOMO energy (spin up / spin down) = -13.0 / -13.2 eV
2S+1 = 2

Geometry (Å):
N  -0.42554  1.32808  -0.27305
H  2.68087  3.83569  4.90246
H  -5.12248  -1.62474  1.73284
N  0.56424  -0.00474  1.61554
H  3.05069  3.09015  3.34792
H  -0.06314  -5.21552  -2.89060
C  -1.62977  3.21126  -0.55903
C  1.72431  -0.03701  3.98895
H  -4.09706  2.06033  -0.24181
H  3.03119  -1.21024  -8.32987
H  1.67252  4.71574  -2.36381
C  2.31702  -2.47862  3.79284
P  2.23632  -1.04608  -4.74178
C  1.16680  2.44920  4.23430
H  -2.27449  4.79028  1.56777
C  -3.07386  4.14568  1.20190
C  1.09439  -1.14455  2.01676
C  -3.60972  0.72935  4.19947
C  2.61473  -4.80163  -1.71069
C  4.76030  -0.35944  -4.48741
H  -4.01052  2.78816  -1.85060
H  6.74261  -0.28366  -3.68667
H  0.37699  4.43603  4.10177
C  -4.09367  3.00350  -0.78612
H  -5.00038  -1.39827  5.31158
H  1.06601  -6.14841  -1.04747
C  -2.95533  3.91260  -0.31034
C  -3.52310  -0.76874  3.88537
C  1.71376  -1.21026  3.28803
C  1.99174  -1.47251  -8.13906
C  3.33624  -3.61024  -1.09782
C  0.65898  3.12630  -1.35708
H  3.23099  -3.61574  -0.00792
N  -1.98343  -0.53966  2.06259
C  -2.39644  -1.40357  4.70583
N  -1.65270  -0.63635  0.78041
C  -4.12256  -1.35395  1.43002
C  -3.03753  5.25117  -1.04266
H  1.60345  -3.29927  3.73047
H  -4.75117  -1.16830  -1.76656
H  1.10352  -3.25596  -3.23093
H  -4.34553  -2.83503  -1.40471
H  1.95112  -2.48469  -7.74436
H  -2.30496  5.96935  -0.67702
B  -0.26327  -0.11237  0.31117
H  -3.84484  0.87189  5.25269
H  4.40205  -3.66794  -1.33269
H  4.87621  0.58807  -5.01103
H  -4.85592  -2.49864  3.95180
H  -4.02067  5.68621  -0.87536
C  -4.70133  -1.90352  -0.96423
H  -1.44366  -0.91578  4.50817
H  0.36652  -0.77529  -6.86146
H  -0.46755  -2.92786  -3.14383
N  -1.55742  1.97518  -0.10211
S  0.55846  -0.46915  -3.68701
C  -2.43676  -1.09305  -0.18232
H  -3.03173  3.20156  1.74462
H  0.56702  3.16314  6.17681
C  -3.19723  -0.90784  2.40592
C  2.62729  2.90839  4.33528
H  -0.42356  1.82810  5.59255
H  3.25146  2.17558  4.84488
C  1.85981  3.69619  -2.03644
H  3.55010  -1.58144  -1.25965
S  2.47152  -2.95856  -4.96047
H  -0.70004  3.21593  3.41602
S  1.02123  -2.48461  0.88930
H  1.19799  1.52951  6.22656
H  2.60048  -4.70496  -2.79847
H  -5.04613  3.50159  -0.61629
S  2.02690  0.70788  -0.97495
H  -2.62025  -1.30233  5.76568
H  -2.66225  1.22454  3.98556
H  -0.60615  4.82019  -1.56631
S  -1.68521  -1.19981  -1.74500
H  -2.29577  -2.46500  4.48328
H  2.12750  3.08725  -2.90031
H  2.18790  -0.00577  4.96399
C  5.73463  -0.51709  -3.35000
C  1.35153  -0.46594  -7.21800
H  -4.02356  4.63006  1.42325
O  2.17546  -0.18257  -6.04905
C  1.13921  1.14365  3.46569
H  3.18131  -2.75537  3.18829
C  0.59378  2.21730  5.63814
H  1.25416  0.50724  -7.69774
H  3.01027  -2.28946  -2.61328
N  0.32530  -3.19661  -2.55529
H  3.24751  -5.66743  -1.51406
H  0.73023  3.72631  2.52503
H  5.73679  -1.53858  -2.97099
H  2.63646  -2.36978  4.82586
H  5.48914  0.16605  -2.53883
H  1.12986  -4.66989  -0.14665
C  -0.52307  3.81108  -1.19323
H  4.84647  -1.17562  -5.20759
H  -4.39056  1.21351  3.61335
C  -4.84762  -1.44650  4.23542
N  0.56092  1.14166  2.28701
H  1.46129  -1.44869  -9.09009
N  2.86970  -2.27087  -1.58886
H  2.71681  3.69637  -1.36254
H  -2.91015  5.13875  -2.11846
H  -5.70150  -2.06192  -0.57003
H  -5.69961  -0.95326  3.77065
C  0.07211  -4.56079  -2.02279
C  1.21101  -5.07305  -1.15712
H  -0.86918  -4.53870  -1.47145
O  3.41275  -0.36921  -3.92425
C  -3.77321  -1.44608  0.11034
C  0.34143  3.51645  3.52013
C  0.65958  1.80671  -0.86643
W  0.80264  -1.36075  -1.36217

Here are the Mulliken charges for atoms 1 to 2, given in e: N 0.90; H 0.48


# 3
Here is a cluster of 5 separate species, C2H12O3S in total from OMol25. Energies are from ωB97M-V with the def2-TZVPD basis set.

Results
F_max = 1.27 eV Å⁻¹
ΔE to the lowest compared entry with this formula, charge and spin = 6.987 eV
frontier orbital gap = 3.6 eV
total energy = -707.047762 a.u.
net charge = 0
HOMO energy = -9.3 eV

Geometry (Å):
C  -0.40232  -1.68650  -2.04175
O  -0.36998  -1.16394  1.86095
H  -3.41723  0.21801  0.50232
H  -1.25179  -1.18360  1.44699
H  -0.88628  -2.64286  -1.85619
S  1.85024  0.22611  -0.14988
H  -0.12802  -1.30405  -1.05992
H  0.71831  1.86099  1.09971
O  -1.25917  1.59695  -0.66428
H  0.22103  -1.06470  1.10599
H  0.48238  -1.84451  -2.65527
H  1.69459  0.81743  2.13560
O  -2.70552  -0.24477  0.07369
H  2.49114  2.13015  1.18554
H  -0.36917  1.34839  -0.35970
H  -1.89032  0.81219  -0.55013
C  1.70448  1.37966  1.20067
H  -1.09239  -0.97280  -2.47993

Here are the natural (NBO) charges for atoms 1 to 2, given in e: C -0.84; O -0.97


# 4
Here is a structure of composition C18H34AsFeNO3S2Se2 from OMol25. Energies are from ωB97M-V with the def2-TZVPD basis set.

Results
F_max = 2.65 eV Å⁻¹
frontier orbital gap (spin up / spin down) = 5.7 / 5.8 eV
total energy = -10085.391624 a.u.
net charge = -1
HOMO energy (spin up / spin down) = -3.4 / -3.4 eV
2S+1 = 2

Geometry (Å):
Fe  0.05014  -0.43639  1.17253
H  -0.56411  2.52610  -3.36807
C  -1.55882  2.85333  -0.58042
H  2.19511  0.39151  -5.82637
H  0.59914  0.36000  -6.63643
S  3.49241  -1.02472  0.20251
C  1.19633  -0.03910  -5.81612
H  1.58699  5.06079  -1.08619
H  -3.28623  -0.96366  4.13688
H  -2.95329  1.85700  0.72422
C  0.12057  2.25945  -4.17100
H  -0.29159  2.55201  -5.13698
H  -2.60750  0.98463  -0.74789
H  -0.07673  -2.65312  4.81426
As  0.41738  0.36935  -4.11138
C  3.91241  -2.60565  -0.47586
H  -0.07475  -3.13290  2.43874
C  0.70757  4.43938  -0.95141
H  5.28582  -0.64348  1.72356
C  -0.53721  4.90614  -1.36166
Se  -1.45849  -2.34467  0.50582
C  -1.33777  -0.39808  -4.19341
H  -1.08550  -1.29361  5.28644
C  -1.76448  -2.35985  3.54229
H  3.72188  -3.37549  0.27250
C  0.85503  3.19667  -0.35052
H  -1.77749  -0.23508  -5.17715
H  -3.60760  -1.83024  2.62590
H  2.92381  3.51356  0.11340
H  2.12616  2.25087  1.09315
O  2.03286  -1.12647  0.50196
H  -1.94774  0.06680  -3.42126
C  -1.66086  4.10753  -1.16482
H  -1.24693  -1.45969  -3.97503
H  3.25694  -2.73199  -1.33691
H  -2.58095  -0.34098  1.57333
Se  0.68106  -0.59626  3.59025
H  -3.65030  2.43178  -0.80176
C  2.19735  2.69907  0.09751
N  -0.16661  1.15345  0.37867
H  -2.63882  4.46486  -1.47007
H  4.41563  -2.17440  2.10525
H  -0.63187  5.88091  -1.82492
C  -2.56432  -3.38923  4.36305
C  -0.64291  -1.80760  4.42841
H  -2.97746  -2.91372  5.25479
H  -1.25777  -4.79905  4.10739
C  -0.28808  2.37728  -0.16770
O  -2.40668  -0.15208  2.50517
H  -1.51702  -4.13192  2.27496
C  -2.76342  1.99039  -0.34431
H  1.07410  2.74948  -3.99184
H  -3.39923  -3.75560  3.75358
S  1.49641  -0.25107  -2.46170
H  4.95645  -2.60261  -0.79521
H  3.65286  -0.61847  2.47748
O  -1.79871  -4.49674  4.84533
H  2.56489  1.91212  -0.56695
C  4.31581  -1.13809  1.78301
C  -1.15417  -3.09893  2.31485
H  1.27392  -1.12152  -5.89590
C  -2.83359  -1.31200  3.20203

Here are the natural (NBO) charges for atoms 1 to 2, given in e: Fe 1.04; H 0.27


# 5
Here is a cluster of 2 separate species, C3H7NO in total from OMol25. Energies are from ωB97M-V with the def2-TZVPD basis set.

Results
F_max = 3.53 eV Å⁻¹
ΔE to the lowest compared entry with this formula, charge and spin = 3.347 eV
frontier orbital gap = 10.5 eV
total energy = -248.403483 a.u.
net charge = 0
HOMO energy = -9.8 eV
structure (SMILES) = CC=O.C=N

Geometry (Å):
N  -1.67911  -0.73323  -2.90411
C  1.41799  1.58373  2.33901
H  1.54617  2.70869  1.96443
H  -1.67170  -1.91332  -1.19519
H  -0.03369  1.08004  0.62250
H  -1.62698  -2.83001  -2.93886
H  0.43564  -0.36794  1.70512
H  1.72973  0.54069  0.44585
O  1.84004  1.17636  3.41770
H  -1.19366  0.04231  -2.38659
C  -1.59034  -1.88929  -2.27732
C  0.82590  0.60198  1.20747

Here are the natural (NBO) charges for atoms 1 to 2, given in e: N -0.62; C 0.44